Entry 1:
Below is a molecular structure, C17H27N3ORuS4, with properties calculated with wB97M-V/def2-TZVPD.

Calculated values
**Energy**: -70479.87612 eV
**Expectation value of S²**: 8.7629
**Maximum force**: 0.169 eV/A
**Orbital gap (spin up / spin down)**: 0.33937 / 0.24570 hartree
**Net charge**: +3
**2S+1**: 6

The geometry in XYZ format:
```
53
Properties=species:S:1:pos:R:3:lowdin_spin:R:1
Ru 0.34 -0.12 0.27 3.809
C -0.08 2.37 2.37 0.016
C 1.36 2.75 2.02 0.018
S 2.22 1.55 0.93 0.182
C 3.19 0.54 2.11 0.015
C 3.52 -0.84 1.58 0.014
S 2.12 -1.92 1.14 0.148
C 1.33 -2.37 2.72 0.014
C -0.06 -2.94 2.46 0.016
S -1.16 -1.99 1.33 0.192
C -2.27 -0.95 2.33 0.019
C -1.65 0.01 3.34 0.015
S -0.02 0.62 2.84 0.141
H -0.76 2.52 1.53 0.001
H -0.41 2.97 3.22 0.003
H 1.98 2.86 2.90 0.003
H 1.38 3.70 1.48 0.001
H 2.64 0.50 3.05 0.001
H 4.12 1.08 2.28 0.004
H 4.13 -1.38 2.31 0.004
H 4.10 -0.79 0.66 0.000
H 1.33 -1.51 3.39 0.000
H 1.95 -3.15 3.17 0.004
H -0.60 -3.07 3.41 0.002
H 0.00 -3.91 1.99 0.001
H -2.98 -1.62 2.82 0.005
H -2.83 -0.41 1.56 0.000
H -1.48 -0.49 4.30 0.002
H -2.32 0.85 3.52 0.002
N 2.08 -2.63 -6.73 0.003
C 1.82 -2.27 -5.67 0.000
C 1.50 -1.82 -4.35 0.004
C 1.00 -2.71 -3.40 0.003
C 0.71 -2.23 -2.14 0.012
N 0.87 -0.95 -1.80 0.105
C 1.35 -0.09 -2.72 0.016
C 1.68 -0.48 -4.00 0.003
H 0.86 -3.75 -3.64 0.000
H 0.33 -2.90 -1.38 0.001
H 1.48 0.94 -2.42 0.002
H 2.07 0.23 -4.71 0.000
C -3.63 1.71 -3.17 0.003
N -2.79 1.86 -1.96 0.029
C -2.89 3.09 -1.16 0.003
C -2.00 0.91 -1.61 0.012
O -1.26 0.95 -0.56 0.168
H -4.31 2.56 -3.23 0.000
H -4.22 0.80 -3.12 0.001
H -3.01 1.70 -4.07 0.001
H -3.37 3.86 -1.76 0.000
H -1.90 3.42 -0.88 0.001
H -3.49 2.91 -0.27 0.001
H -1.98 0.03 -2.25 0.001
```



Entry 2:
Below is a molecular structure, C17H27N4RuS2, with properties calculated with wB97M-V/def2-TZVPD.

Calculated values
**Energy**: -48278.18790 eV
**Expectation value of S²**: 6.0581
**Maximum force**: 0.784 eV/A
**Orbital gap (spin up / spin down)**: 0.18812 / 0.25192 hartree
**Net charge**: -1
**2S+1**: 5

The geometry in XYZ format:
```
51
Properties=species:S:1:pos:R:3:lowdin_spin:R:1
Ru -0.32 0.43 0.25 1.026
C 1.85 2.66 4.68 0.006
S 2.68 2.95 3.11 0.026
C 1.54 2.23 1.94 0.090
S 0.56 0.86 2.41 0.069
N 1.58 2.81 0.79 -0.027
N 0.77 2.16 -0.12 0.257
C 0.58 2.71 -1.31 0.159
C -0.32 2.08 -2.19 0.119
C -0.60 2.55 -3.50 0.050
C -1.45 1.86 -4.31 0.058
C -2.06 0.67 -3.84 0.119
C -1.77 0.27 -2.55 0.024
N -0.95 0.93 -1.73 0.160
H 2.53 3.02 5.45 0.000
H 1.65 1.60 4.84 0.001
H 0.91 3.21 4.75 0.001
H 1.09 3.63 -1.58 0.009
H -0.11 3.46 -3.84 0.000
H -1.65 2.22 -5.31 0.001
H -2.73 0.09 -4.45 0.009
H -2.21 -0.62 -2.12 0.005
C -2.28 -1.24 3.06 0.036
C -2.33 -1.70 1.60 0.078
C -1.32 -2.83 1.40 0.017
C -3.74 -2.23 1.29 0.008
C -1.99 -0.55 0.68 0.594
H -2.51 -2.08 3.73 0.006
H -3.01 -0.44 3.24 0.003
H -1.30 -0.85 3.32 0.001
H -1.50 -3.64 2.12 0.002
H -0.30 -2.46 1.53 0.000
H -1.39 -3.25 0.39 0.001
H -3.99 -3.08 1.93 0.001
H -3.81 -2.55 0.25 0.002
H -4.49 -1.45 1.45 0.000
H -2.86 -0.17 0.11 0.050
C 1.92 -0.59 -2.53 0.030
C 2.18 -0.87 -1.04 0.105
C 2.60 -2.33 -0.86 0.018
C 3.28 0.05 -0.50 0.027
N 0.96 -0.72 -0.28 0.840
H 2.84 -0.76 -3.10 0.005
H 1.62 0.45 -2.68 0.002
H 1.14 -1.24 -2.91 0.002
H 3.51 -2.54 -1.42 0.001
H 1.81 -3.00 -1.21 0.002
H 2.78 -2.54 0.19 0.002
H 4.24 -0.20 -0.96 0.005
H 3.36 -0.05 0.58 0.002
H 3.05 1.10 -0.72 0.000
```



Entry 3:
Below is a molecular structure, C17H27N5O2S, with properties calculated with wB97M-V/def2-TZVPD.

Calculated values
**Energy**: -40433.62737 eV
**Maximum force**: 15.340 eV/A
**Orbital gap**: 0.34338 hartree

The geometry in XYZ format:
```
52
Properties=species:S:1:pos:R:3:lowdin_charge:R:1
C 4.41 -0.30 2.30 -0.010
C 3.60 0.38 1.55 -0.189
C 3.75 0.88 0.09 -0.115
N 2.48 0.41 -0.68 0.020
C 2.28 -0.88 -1.54 -0.675
N 1.03 -0.80 -1.91 0.034
N 0.36 0.28 -1.43 0.062
C 1.21 1.12 -0.93 -0.218
C 0.83 2.39 -0.21 -0.329
C -0.18 2.08 0.91 -0.148
C -1.62 2.02 0.27 -0.239
C -2.07 3.06 -0.78 -0.164
C -0.87 2.96 -1.86 -0.101
C 0.47 3.54 -1.07 -0.126
H 1.20 3.55 -2.02 0.159
H 0.32 4.37 -0.44 0.095
H -0.78 2.06 -2.27 0.034
H -1.21 3.90 -2.34 0.103
H -2.82 2.85 -1.20 -0.023
H -2.10 3.93 0.02 0.156
H -1.51 0.91 -0.43 0.146
H -2.44 1.76 1.17 0.146
H 0.06 1.40 1.62 0.038
H -0.38 3.07 1.71 0.177
H 1.78 2.89 0.17 0.136
S 3.50 -1.99 -1.43 0.940
C 2.85 -3.03 0.12 -0.201
C 1.40 -2.41 0.25 -0.493
O 0.88 -1.74 1.15 0.059
N 0.60 -3.37 -0.44 0.146
C -0.82 -3.10 -0.81 -0.365
O -1.38 -4.07 -1.60 -0.083
N -1.40 -2.14 -0.14 0.139
H -0.89 -1.68 0.37 -0.013
C -2.86 -1.94 -0.36 -0.143
C -3.51 -1.50 1.01 -0.219
C -4.98 -1.30 0.59 -0.103
H -5.53 -2.05 0.45 -0.041
H -5.09 -0.32 0.24 0.041
H -5.63 -1.07 1.81 0.171
H -3.41 -2.72 1.69 0.191
H -3.18 -0.86 1.80 0.065
H -3.36 -2.73 -0.91 0.131
H -2.96 -1.09 -0.92 0.072
H 0.90 -3.95 -1.19 0.120
H 3.55 -2.49 0.96 0.101
H 3.15 -4.01 0.04 0.036
H 4.58 0.14 -0.30 0.109
H 3.77 1.97 -0.06 0.105
H 2.39 0.75 2.08 0.191
H 4.26 -0.52 3.20 -0.015
H 5.31 -0.57 1.70 0.093
```



Entry 4:
Below is a molecular structure, C17H27N8O7SZr, with properties calculated with wB97M-V/def2-TZVPD.

Calculated values
**Energy**: -56408.88555 eV
**Maximum force**: 1.538 eV/A
**Orbital gap**: 0.27220 hartree
**Net charge**: +3

The geometry in XYZ format:
```
61
Properties=species:S:1:pos:R:3:lowdin_charge:R:1
Zr -0.31 0.81 -0.91 1.930
C 4.26 3.78 0.63 0.018
C 3.03 2.91 0.59 -0.245
N 2.79 1.86 1.29 0.028
O 3.71 1.39 2.16 0.012
C 1.93 3.26 -0.35 -0.206
C 1.87 4.62 -0.94 0.033
N 1.07 2.36 -0.62 -0.109
O -0.02 2.64 -1.45 -0.293
H 4.92 3.58 1.47 0.087
H 3.98 4.83 0.70 0.100
H 4.84 3.66 -0.29 0.117
H 4.51 1.95 2.14 0.102
H 2.75 4.77 -1.58 0.123
H 1.92 5.38 -0.15 0.117
H 0.98 4.77 -1.54 0.092
C -1.82 -2.49 -3.16 -0.062
C -2.71 -2.76 -1.95 -0.254
S -1.94 -2.30 -0.44 0.782
O -1.50 -0.86 -0.51 -0.497
O -0.88 -3.19 -0.09 -0.234
C -3.17 -2.24 0.84 -0.156
C -4.02 -0.95 0.97 -0.058
N -3.24 0.31 1.03 0.044
C -2.41 0.67 2.03 -0.298
N -1.70 1.76 1.71 0.161
C -2.13 2.15 0.47 -0.116
C -3.06 1.23 0.02 -0.148
N -3.22 0.87 -1.36 -0.265
O -2.22 1.18 -2.09 -0.047
O -4.14 0.24 -1.75 0.218
C -2.37 0.01 3.36 0.041
H -2.33 -2.89 -4.03 0.111
H -0.85 -2.99 -3.08 0.088
H -1.67 -1.42 -3.32 0.075
H -2.89 -3.83 -1.81 0.136
H -3.66 -2.24 -2.00 0.111
H -2.58 -2.47 1.73 0.108
H -3.85 -3.09 0.67 0.141
H -4.58 -1.03 1.90 0.155
H -4.74 -0.87 0.17 0.132
H -1.89 3.11 0.05 0.147
H -3.32 0.16 3.88 0.120
H -1.60 0.48 3.96 0.101
H -2.18 -1.06 3.30 0.084
C 2.69 -2.60 -2.46 0.067
N 2.31 -2.08 -1.12 0.011
C 2.82 -2.67 0.02 0.044
C 2.51 -2.23 1.25 0.067
C 1.66 -1.09 1.36 -0.321
N 1.13 -0.57 0.23 0.070
C 1.47 -1.06 -0.96 -0.472
O 0.91 -0.46 -1.98 -0.123
N 1.35 -0.54 2.52 0.231
H 3.77 -2.64 -2.52 0.117
H 2.31 -1.92 -3.22 0.103
H 2.27 -3.59 -2.59 0.116
H 3.48 -3.51 -0.15 0.165
H 2.93 -2.70 2.13 0.145
H 1.82 -0.84 3.35 0.147
H 0.99 0.41 2.51 0.111
```



Entry 5:
Below is C17H27NO2 in the gas phase, with properties calculated with wB97M-V/def2-TZVPD.

Calculated values
**SMILES**: CCNCC[C@H](CCC(C)C)c1ccc2c(c1)OCO2
**Energy**: -23651.91621 eV
**Maximum force**: 1.284 eV/A
**Orbital gap**: 0.32365 hartree

The geometry in XYZ format:
```
47
Properties=species:S:1:pos:R:3:lowdin_charge:R:1
C 3.41 -2.81 2.06 -0.091
C 3.29 -1.29 1.98 -0.300
N 2.01 -0.86 2.50 -0.103
C 1.83 0.58 2.54 -0.229
C 1.51 1.18 1.17 -0.149
C 0.13 0.79 0.62 -0.285
C 0.12 -0.66 0.12 -0.164
C -1.28 -1.13 -0.26 -0.180
C -1.32 -2.56 -0.81 -0.440
C -2.69 -2.86 -1.40 -0.087
C -0.99 -3.58 0.28 -0.075
C -0.30 1.74 -0.46 -0.212
C 0.46 1.90 -1.61 -0.036
C 0.10 2.78 -2.63 0.016
C -1.06 3.50 -2.46 -0.207
C -1.83 3.35 -1.31 -0.194
C -1.47 2.49 -0.30 0.060
O -2.92 4.18 -1.38 0.033
C -2.81 4.86 -2.62 -0.165
O -1.64 4.42 -3.29 0.030
H 3.38 -3.14 3.09 0.070
H 4.35 -3.13 1.62 0.070
H 2.59 -3.27 1.52 0.061
H 4.14 -0.82 2.53 0.113
H 3.36 -0.98 0.94 0.106
H 1.89 -1.24 3.44 0.113
H 0.99 0.79 3.21 0.118
H 2.72 1.09 2.94 0.112
H 2.28 0.90 0.46 0.104
H 1.54 2.27 1.28 0.121
H -0.59 0.86 1.44 0.139
H 0.77 -0.75 -0.76 0.121
H 0.53 -1.29 0.91 0.087
H -1.68 -0.45 -1.02 0.114
H -1.94 -1.06 0.61 0.125
H -0.57 -2.64 -1.61 0.135
H -3.46 -2.77 -0.63 0.079
H -2.93 -2.16 -2.20 0.073
H -2.73 -3.87 -1.80 0.072
H -1.70 -3.51 1.10 0.083
H 0.01 -3.42 0.67 0.056
H -1.03 -4.59 -0.13 0.075
H 1.36 1.32 -1.73 0.111
H 0.69 2.89 -3.52 0.117
H -2.08 2.39 0.58 0.127
H -3.69 4.64 -3.24 0.138
H -2.75 5.94 -2.44 0.138
```